Entry 1:
Entry from OMol25: the molecule C10H16Si at a distorted geometry (wB97M-V/def2-TZVPD).

```
27
C10H16Si | OMol25 | wB97M-V/def2-TZVPD
C 0.223 1.636 0.077
C 0.465 1.309 -1.282
C -0.176 0.075 -1.673
C -0.641 -0.824 -0.791
C -0.196 0.864 1.142
C 1.248 2.057 -2.365
C -0.360 -0.295 -3.152
C -0.242 1.621 2.370
C -1.666 -1.872 2.234
C 1.676 -1.237 1.137
Si -0.298 -0.944 1.061
H 0.389 2.713 0.349
H 1.715 1.181 -2.823
H 1.872 2.798 -2.086
H 0.633 2.498 -3.158
H 0.608 -0.177 -3.635
H -0.999 0.324 -3.642
H -0.586 -1.341 -3.364
H 0.276 2.538 2.295
H 0.102 0.947 3.178
H -1.287 1.992 2.657
H -2.609 -1.382 2.072
H -1.861 -2.826 1.770
H -1.356 -2.075 3.249
H 2.116 -2.127 1.538
H 2.057 -1.000 0.198
H 2.280 -0.545 1.676
```

Values from the calculation:
Lowest unoccupied orbital energy (alpha / beta) ... -0.0214 / 0.0044 Eh
Energy relative to the best compared isomer or geometry (same formula, charge and spin) ... 135.31 kcal/mol
Charge ... 0

These are the natural (NBO) partial charges, in e, on atoms 1 to 6: C -0.23; C 0.04; C -0.19; C -0.27; C -0.40; C -0.64


Entry 2:
Entry from OMol25: a structure of composition C18H20N2O4 at a distorted geometry (wB97M-V/def2-TZVPD).

```
44
C18H20N2O4 | OMol25 | wB97M-V/def2-TZVPD
C -2.128 0.795 0.671
C -0.695 0.460 1.265
C -2.692 -0.355 -0.336
C -4.135 -0.314 -0.386
C -5.144 0.678 -0.790
C -4.749 -1.620 0.056
C -6.556 0.420 -0.532
C -6.111 -1.964 0.233
C -6.948 -0.897 -0.097
C 1.491 0.430 0.408
C 1.979 1.791 0.501
C 2.204 -0.139 -0.900
C 3.578 -0.470 -0.553
C 4.012 -1.609 0.216
C 4.534 0.228 -1.261
C 5.388 -1.448 0.712
C 5.962 0.191 -1.037
C 6.323 -0.766 -0.129
H -2.252 2.659 1.038
H -1.395 2.837 -0.510
H -3.126 0.945 1.360
H -2.249 -0.191 -1.436
H -2.209 -1.389 -0.111
H -4.872 1.662 -1.371
H -3.905 -2.366 0.193
H -7.352 1.197 -0.622
H -6.524 -2.904 0.428
H -8.089 -0.934 0.295
H -0.179 0.364 -0.980
H 1.824 -0.129 1.392
H 1.561 -0.946 -0.961
H 2.129 0.312 -1.911
H 3.207 -2.245 0.741
H 3.888 1.064 -1.754
H 5.641 -2.165 1.466
H 6.723 0.741 -1.812
H 7.493 -1.597 1.019
H 3.603 1.436 1.802
N -2.258 2.248 0.027
N 0.131 0.472 0.302
O -0.398 -0.133 2.441
O 1.344 2.659 -0.071
O 7.589 -1.115 0.080
O 3.361 2.110 0.910
```

Values from the calculation:
Lowest unoccupied orbital energy ... -0.0056 Eh
Energy relative to the best compared isomer or geometry (same formula, charge and spin) ... 254.61 kcal/mol
Charge ... 0

These are the natural (NBO) partial charges, in e, on atoms 1 to 6: C -0.12; C 0.63; C -0.43; C -0.07; C -0.19; C -0.17


Entry 3:
Entry from OMol25: a structure of composition C29H16IrN6O5S2 at a distorted geometry (wB97M-V/def2-TZVPD).

```
59
C29H16IrN6O5S2 | OMol25 | wB97M-V/def2-TZVPD
Ir -0.855 0.145 -1.013
S 4.355 0.155 4.377
N 4.495 0.051 2.777
C 3.279 0.070 2.269
C 2.939 -0.037 0.866
C 3.865 -0.266 -0.153
C 3.404 -0.383 -1.446
C 2.044 -0.235 -1.690
N 1.164 0.004 -0.722
C 1.589 0.057 0.543
C 0.567 0.174 1.541
N -0.716 0.230 1.119
C -1.719 0.200 1.978
C -1.494 0.154 3.351
C -0.198 0.162 3.816
C 0.860 0.179 2.905
C 2.263 0.173 3.266
N 2.751 0.228 4.490
H 4.914 -0.361 0.092
H 4.072 -0.605 -2.264
H 1.649 -0.308 -2.696
H -2.718 0.194 1.564
H -2.335 0.112 4.027
H 0.021 0.144 4.876
O -4.593 1.574 -1.266
C -3.409 1.378 -1.260
O -2.786 0.243 -1.399
C -2.445 2.550 -1.107
C -2.962 3.841 -1.008
C -2.100 4.891 -0.906
C -0.715 4.644 -0.934
C 0.217 5.703 -0.851
C 1.559 5.466 -0.915
C 2.016 4.146 -1.073
C 1.136 3.101 -1.148
C -0.254 3.307 -1.059
N -1.147 2.255 -1.111
H -4.034 3.967 -1.007
H -2.465 5.907 -0.817
H -0.161 6.710 -0.735
H 2.261 6.286 -0.851
H 3.077 3.946 -1.139
H 1.513 2.109 -1.303
O -2.676 -2.043 0.468
C -1.872 -2.562 -0.277
N -0.934 -1.864 -1.011
S 0.160 -2.875 -1.763
O 0.257 -2.496 -3.144
O 1.383 -2.884 -0.998
C -0.727 -4.358 -1.394
C -0.434 -5.666 -1.719
C -1.180 -6.658 -1.094
C -2.166 -6.337 -0.165
C -2.454 -5.013 0.140
C -1.723 -4.025 -0.493
H 0.350 -5.913 -2.421
H -0.969 -7.695 -1.315
H -2.706 -7.129 0.335
H -3.210 -4.743 0.864
```

Values from the calculation:
Lowest unoccupied orbital energy ... -0.1676 Eh
Energy relative to the best compared isomer or geometry (same formula, charge and spin) ... 0.00 kcal/mol
Charge ... +1

These are the natural (NBO) partial charges, in e, on atoms 1 to 6: Ir 1.29; S 0.99; N -0.60; C 0.18; C -0.08; C -0.10


Entry 4:
Entry from OMol25: a cluster of 9 separate species, C10H36ClO12 in total at a distorted geometry (wB97M-V/def2-TZVPD).

```
59
C10H36ClO12 | OMol25 | wB97M-V/def2-TZVPD
Cl -0.839 -0.347 -0.169
O 0.019 -0.932 0.890
O -1.673 0.604 0.518
O -0.111 0.380 -1.201
O -1.664 -1.360 -0.728
C 3.624 -0.294 -4.170
C 3.556 1.145 -3.679
C 3.524 1.330 -2.145
O 4.699 1.816 -4.208
H 4.250 -0.831 -3.459
H 4.177 -0.390 -5.104
H 2.641 -0.763 -4.218
H 2.664 1.656 -4.044
H 3.719 2.376 -1.905
H 4.218 0.643 -1.660
H 2.504 1.116 -1.827
H 4.599 1.766 -5.162
C -2.749 -4.638 -1.112
O -1.382 -4.306 -1.023
H -3.018 -5.476 -0.469
H -3.337 -3.754 -0.866
H -3.012 -4.904 -2.135
H -1.377 -3.346 -1.022
C 1.349 -3.880 1.591
O 2.251 -4.811 2.236
H 0.731 -4.326 0.813
H 0.708 -3.347 2.294
H 1.933 -3.071 1.151
H 2.778 -5.134 1.502
C -3.534 -1.759 1.884
O -2.265 -1.834 2.492
H -3.726 -0.722 1.606
H -3.476 -2.406 1.008
H -4.224 -2.099 2.656
H -1.622 -1.410 1.919
C -4.828 2.143 -0.600
O -5.369 3.436 -0.588
H -5.093 1.555 0.278
H -5.125 1.666 -1.534
H -3.744 2.221 -0.683
H -6.211 3.436 -1.050
C 0.461 3.948 -1.771
O 0.335 5.048 -2.675
H 0.425 4.231 -0.719
H -0.224 3.130 -1.994
H 1.424 3.440 -1.820
H 0.622 5.823 -2.186
C 1.216 2.096 1.862
O 1.993 2.349 3.025
H 1.279 2.905 1.133
H 1.596 1.156 1.462
H 0.205 1.818 2.161
H 1.888 1.608 3.626
C 0.270 0.090 4.764
O 1.624 0.446 5.020
H -0.331 0.998 4.815
H 0.198 -0.307 3.751
H -0.128 -0.593 5.515
H 1.581 0.663 5.955
```

Values from the calculation:
Lowest unoccupied orbital energy ... 0.1005 Eh
Energy relative to the best compared isomer or geometry (same formula, charge and spin) ... 10.30 kcal/mol
Charge ... -1

These are the natural (NBO) partial charges, in e, on atoms 1 to 6: Cl 2.53; O -0.88; O -0.89; O -0.85; O -0.88; C -0.63


Entry 5:
Entry from OMol25: a structure of composition C23H13N6O7S2W (wB97M-V/def2-TZVPD).

```
52
C23H13N6O7S2W | OMol25 | wB97M-V/def2-TZVPD
W 0.633 0.898 -0.277
S 1.011 1.020 2.141
C 2.629 0.513 1.762
S 2.971 0.828 0.081
C 3.501 -0.021 2.639
C 4.827 -0.361 2.211
N 5.866 -0.652 1.819
C 3.078 -0.267 3.987
N 2.739 -0.461 5.067
C 1.332 1.076 -3.257
N 1.225 1.849 -1.997
C 1.260 3.195 -2.011
C 0.791 3.822 -0.899
C 0.511 5.154 -0.503
C -0.149 5.070 0.701
C -0.249 3.698 1.024
N 0.315 2.952 0.076
C 0.126 0.179 -3.301
C -1.119 0.681 -3.695
C -2.250 -0.096 -3.561
C -2.156 -1.387 -3.026
C -0.930 -1.891 -2.646
C 0.215 -1.104 -2.785
H 2.258 0.498 -3.253
H 1.365 1.783 -4.086
H 1.597 3.708 -2.905
H 0.755 6.045 -1.060
H -0.526 5.881 1.299
H -0.690 3.261 1.907
H -1.192 1.682 -4.103
H -3.210 0.290 -3.874
H -3.046 -1.994 -2.932
H -0.847 -2.898 -2.258
H 1.189 -1.519 -2.539
O -3.252 0.663 0.695
C -2.195 0.165 0.496
O -1.260 0.801 -0.320
C -1.716 -1.119 1.073
C -2.636 -1.843 1.825
C -2.232 -3.025 2.405
C -0.949 -3.517 2.279
C -0.043 -2.782 1.539
C -0.412 -1.595 0.921
O 0.481 -0.931 0.151
N 1.338 -3.316 1.445
O 1.466 -4.501 1.620
O 2.234 -2.521 1.258
N -3.208 -3.797 3.210
O -2.809 -4.816 3.719
O -4.341 -3.376 3.237
H -3.646 -1.479 1.951
H -0.652 -4.444 2.749
```

Values from the calculation:
Lowest unoccupied orbital energy ... -0.2446 Eh
Energy relative to the best compared isomer or geometry (same formula, charge and spin) ... 12.69 kcal/mol
Charge ... +1

These are the natural (NBO) partial charges, in e, on atoms 1 to 6: W 1.84; S 0.12; C -0.22; S 0.16; C -0.27; C 0.25


Entry 6:
Entry from OMol25: the molecule C7H12N2O2 at a distorted geometry (wB97M-V/def2-TZVPD).

```
23
C7H12N2O2 | OMol25 | wB97M-V/def2-TZVPD
O -1.011 0.612 -1.884
C -1.055 -0.192 -0.878
N -2.135 -0.580 -0.292
O -3.186 0.218 -0.754
C 0.290 -0.787 -0.561
C 0.577 -1.516 0.868
C 1.500 -0.538 1.552
C 0.707 0.747 1.759
C 0.574 1.466 0.408
N 1.267 0.397 -0.473
C 2.419 -0.167 0.320
H -2.674 0.923 -1.293
H 0.631 -1.385 -1.414
H 1.053 -2.434 0.622
H -0.399 -1.618 1.394
H 1.913 -0.986 2.481
H 1.136 1.372 2.600
H -0.325 0.373 2.148
H -0.374 1.674 0.012
H 1.229 2.375 0.191
H 1.491 0.669 -1.396
H 3.038 0.684 0.468
H 2.868 -1.086 -0.170
```

Values from the calculation:
Lowest unoccupied orbital energy ... 0.0037 Eh
Energy relative to the best compared isomer or geometry (same formula, charge and spin) ... 101.32 kcal/mol
Charge ... 0
SMILES ... [O-]/C(=N\O)[C@@H]1C[C@@H]2CC[N@H+]1C2

These are the natural (NBO) partial charges, in e, on atoms 1 to 6: O -0.84; C 0.39; N -0.27; O -0.59; C -0.07; C -0.42


> The lowest energy relative to the best compared isomer or geometry (same formula, charge and spin) belongs to which entry?

C29H16IrN6O5S2


> What is the energy relative to the best compared isomer or geometry (same formula, charge and spin) in the fourth record?

10.30 kcal/mol


> energy relative to the best compared isomer or geometry (same formula, charge and spin) of number 4 (C10H36ClO12)?

10.30 kcal/mol


> charge of number 1 (C10H16Si)?

0